# 1
{
  "formula": "C5H8HoO3",
  "method": "wB97M-V/def2-TZVPD",
  "gap_ha": [0.3060, 0.0872],
  "e_lumo_ev": [-11.64, -16.12],
  "multiplicity": 5,
  "charge": 3,
  "homo_energy_ha": [-0.734, -0.679],
  "symbols": ["O", "C", "C", "O", "O", "C", "Ho", "H", "H", "H", "H", "C", "C", "H", "H", "H", "H"],
  "coordinates": [[2.5406, -1.6484, 0.2586], [-1.9776, -1.1146, -0.1916], [1.3076, -1.8950, -0.2875], [-2.8761, -0.6313, -0.6922], [-1.1470, -1.8064, 0.3108], [0.3236, -1.5009, 0.7959], [4.4562, -0.4372, 0.1902], [1.1707, -2.9616, -0.5355], [1.1067, -1.3090, -1.2046], [0.2855, -0.4313, 1.0152], [0.3613, -2.1195, 1.6936], [-1.1304, 2.8911, 0.3587], [-0.7121, 2.4144, -0.8159], [-0.4745, 2.9154, 1.2321], [-2.1652, 3.2081, 0.5097], [0.3087, 2.0496, -0.9557], [-1.3781, 2.3764, -1.6817]],
  "mulliken_charge": [-0.771, 0.751, -0.328, -0.118, -0.140, -0.278, 1.728, 0.333, 0.288, 0.257, 0.287, -0.099, -0.222, 0.305, 0.334, 0.315, 0.357]
}

=====

# 2
{
  "formula": "C5H8IN",
  "method": "wB97M-V/def2-TZVPD",
  "gap_ha": 0.3615,
  "smiles": "C=C(C)C#N.CI",
  "e_lumo_ev": 0.48,
  "homo_energy_ha": -0.344,
  "e_above_lowest_ev": 0.469,
  "symbols": ["C", "C", "C", "C", "N", "H", "H", "H", "H", "H", "C", "I", "H", "H", "H"],
  "coordinates": [[-1.1757, 1.9029, -0.5681], [-1.1011, 0.5974, -0.5083], [-0.5375, -0.3321, -1.6426], [-1.5268, -0.0573, 0.7220], [-1.5518, -0.7249, 1.6471], [-0.7256, 2.3452, -1.4077], [-1.5575, 2.5838, 0.2491], [-0.0429, -1.1537, -1.0974], [0.1758, 0.3403, -2.1383], [-1.4245, -0.7204, -2.1441], [1.7941, -1.1195, 1.5036], [2.7325, 0.4366, 0.4393], [1.8342, -1.9936, 0.7786], [0.7325, -0.8345, 1.6595], [2.3742, -1.2702, 2.5073]],
  "mulliken_charge": [-0.783, 0.596, -0.870, 0.123, -0.509, 0.286, 0.267, 0.207, 0.354, 0.314, -0.621, -0.008, 0.243, 0.065, 0.336]
}

=====

# 3
{
  "formula": "C5H8IN2O",
  "method": "wB97M-V/def2-TZVPD",
  "gap_ha": 0.3187,
  "e_lumo_ev": -4.81,
  "charge": 1,
  "homo_energy_ha": -0.496,
  "e_above_lowest_ev": 6.043,
  "symbols": ["C", "C", "C", "C", "C", "N", "N", "O", "I", "H", "H", "H", "H", "H", "H", "H", "H"],
  "coordinates": [[-0.1256, -0.0098, -0.0611], [-0.0389, -0.9488, -0.9976], [0.4586, -1.9182, 0.0328], [0.3665, -0.7023, 1.1627], [1.8405, -0.3697, 1.6496], [-2.1257, 2.4747, -1.6398], [-1.6613, 2.6678, -0.4629], [-1.0109, 1.6580, 0.0386], [-0.7374, -1.2848, -2.9635], [-0.2026, -2.6554, 0.2422], [1.4446, -2.2463, -0.2700], [-0.3787, -0.6537, 2.0292], [2.1555, -1.1637, 2.4949], [1.7425, 0.6299, 2.2143], [2.6786, -0.2851, 0.9409], [-2.7437, 3.0832, -2.1697], [-1.6620, 1.7243, -2.2406]],
  "mulliken_charge": [0.318, -0.474, -0.496, 0.237, -1.185, -0.132, 0.154, -0.227, 0.268, 0.379, 0.318, 0.356, 0.314, 0.335, 0.363, 0.280, 0.194]
}

=====

# 4
{
  "formula": "C5H8IN2OS",
  "method": "wB97M-V/def2-TZVPD",
  "gap_ha": 0.3020,
  "e_lumo_ev": -3.82,
  "charge": 1,
  "homo_energy_ha": -0.442,
  "e_above_lowest_ev": 2.302,
  "symbols": ["C", "C", "C", "C", "C", "N", "N", "O", "S", "I", "H", "H", "H", "H", "H", "H", "H", "H"],
  "coordinates": [[1.5945, -1.2421, 0.2637], [0.4510, 1.8634, 0.2986], [0.7195, -0.2119, 0.1257], [-1.5156, -1.3515, 0.2683], [0.5594, 2.4065, -1.0921], [-2.7638, -1.3939, -0.1225], [0.2336, 2.3919, 1.3755], [-0.6701, -0.4791, -0.1381], [1.0981, -2.8540, 0.0249], [3.6413, -0.7363, 0.5927], [-1.2354, -2.0638, 1.1174], [-0.4069, 2.4804, -1.5873], [1.1537, 1.8006, -1.7467], [0.9622, 3.4221, -0.9322], [-3.1184, -0.9709, -0.9801], [-3.1702, -2.0368, 0.5117], [0.2109, 2.2154, 2.3015], [2.2562, -3.2398, -0.2809]],
  "mulliken_charge": [-0.057, 0.743, -0.094, 0.262, -0.958, -0.259, -0.445, -0.365, -0.199, 0.158, 0.345, 0.291, 0.350, 0.335, 0.282, 0.290, 0.198, 0.124]
}

=====

# 5
{
  "formula": "C5H8INO4S",
  "method": "wB97M-V/def2-TZVPD",
  "gap_ha": 0.3762,
  "e_lumo_ev": 0.18,
  "homo_energy_ha": -0.370,
  "symbols": ["C", "C", "N", "C", "C", "O", "S", "O", "O", "O", "C", "I", "H", "H", "H", "H", "H", "H", "H", "H"],
  "coordinates": [[2.7371, -0.4962, -0.0134], [1.4796, 0.3437, -0.1030], [1.2193, 1.0876, -1.0940], [0.5401, 0.3154, 1.0871], [-0.9446, 0.1646, 0.7905], [-1.3449, -1.2149, 0.6837], [-2.4028, -1.3643, -0.5218], [-1.6731, -1.6984, -1.6989], [-3.5194, -2.1320, -0.1016], [-2.8170, 0.1719, -0.5532], [-1.5599, 0.8880, -0.3911], [-1.8378, 2.9571, -0.0783], [2.9609, -0.9565, -0.9697], [3.5526, 0.1610, 0.2891], [2.6572, -1.2670, 0.7478], [1.9399, 1.0073, -1.8083], [0.8092, -0.5440, 1.6974], [0.7047, 1.1970, 1.7023], [-1.4706, 0.5571, 1.6665], [-1.0304, 0.8227, -1.3313]],
  "mulliken_charge": [-1.402, 0.719, -0.551, -0.888, 0.039, -0.357, 1.132, -0.536, -0.561, -0.302, -0.381, 0.119, 0.438, 0.316, 0.341, 0.217, 0.313, 0.425, 0.436, 0.484]
}

=====

# 6
{
  "formula": "C5H8LaO3",
  "method": "wB97M-V/def2-TZVPD",
  "gap_ha": 0.1092,
  "e_lumo_ev": -14.79,
  "charge": 3,
  "homo_energy_ha": -0.653,
  "e_above_lowest_ev": 0.137,
  "symbols": ["O", "C", "C", "O", "O", "C", "La", "H", "H", "H", "H", "C", "C", "H", "H", "H", "H"],
  "coordinates": [[2.5453, -1.7404, 0.2639], [-1.9730, -1.2010, -0.1849], [1.3113, -1.9846, -0.2809], [-2.8680, -0.7205, -0.6941], [-1.1426, -1.8908, 0.3203], [0.3293, -1.5852, 0.8022], [4.7281, -0.4701, 0.1962], [1.1712, -3.0513, -0.5267], [1.1116, -1.3997, -1.1990], [0.2929, -0.5146, 1.0170], [0.3669, -2.2004, 1.7023], [-1.1827, 3.0443, 0.3474], [-0.7657, 2.5663, -0.8269], [-0.5259, 3.0696, 1.2201], [-2.2184, 3.3575, 0.5005], [0.2540, 2.1987, -0.9669], [-1.4340, 2.5222, -1.6906]],
  "mulliken_charge": [-0.656, 0.736, -0.288, -0.058, -0.182, -0.364, 2.473, 0.335, 0.315, 0.374, 0.295, -0.422, -0.537, 0.222, 0.268, 0.205, 0.285]
}